1.
Entry from the OMol25 dataset: a 2-piece molecular cluster, CH5I3Si2 overall at a distorted geometry (ωB97M-V/def2-TZVPD).

Relative energy (zero: lowest compared OMol25 entry of this formula, charge and spin) in kcal/mol: 2.48
Calculated total energy in eV: -41176.4448
HOMO level in Eh: -0.337
Multiplicity: 1
M in g/mol: 453.9

```
11
Properties=species:S:1:pos:R:3:forces:R:3:lowdin_charge:R:1
C 0.888390 0.616856 -0.054595 0.939 -1.430 -0.324 -0.331
Si 0.771530 -1.252874 -0.615112 0.622 -1.118 0.439 0.118
Si -3.917245 1.992156 -4.277561 -0.178 -0.184 0.392 -0.237
I 0.987503 -1.163095 -3.076239 0.061 -0.106 0.190 0.286
I -5.441981 0.123492 -3.602711 0.240 0.285 -0.119 0.125
I -3.453430 3.053498 -2.061672 -0.031 -0.121 -0.262 0.113
H -0.103694 0.967522 -0.439031 0.706 0.201 1.230 0.014
H 1.201647 0.566870 1.043433 -1.213 0.679 -1.323 0.035
H 1.687545 1.183347 -0.618526 -0.823 -0.881 0.539 0.028
H -0.544155 -1.993111 -0.407067 0.444 0.885 0.015 -0.092
H 1.743182 -2.405614 0.006911 -0.767 1.789 -0.777 -0.058
```
Forces are in eV/Å.

***

2.
Entry from the OMol25 dataset: C6H10ClNaO10 as an isolated structure at a distorted geometry (ωB97M-V/def2-TZVPD).

Relative energy (zero: lowest compared OMol25 entry of this formula, charge and spin) in kcal/mol: 167.85
Calculated total energy in eV: -43785.1644
HOMO level in Eh: -0.368
Multiplicity: 1
M in g/mol: 300.6

```
28
Properties=species:S:1:pos:R:3:forces:R:3:lowdin_charge:R:1
Na 0.103136 -0.960451 2.594330 0.181 -11.483 3.884 0.477
Cl -1.949844 -1.066171 1.312390 -3.485 -1.291 -1.852 0.726
O -1.895234 -0.258661 2.500520 -0.701 -0.058 -0.025 -0.284
O -1.984284 -0.273951 0.116430 -2.445 -1.363 1.151 -0.357
O -0.779254 -1.900361 1.241520 0.442 -1.445 -1.604 -0.318
O -3.062984 -1.911601 1.281010 -1.304 -0.683 0.840 -0.235
C 1.036776 -1.267321 -1.151360 2.232 0.836 1.810 -0.196
C 0.040696 -0.161361 -1.197850 -0.168 -0.165 -1.497 -0.164
O -0.742164 -0.617321 -2.310970 -0.504 -1.249 -0.107 0.073
C -0.571614 -1.980221 -2.446820 -3.110 -0.214 -2.832 -0.468
O -1.265964 -2.632501 -3.242750 2.760 1.583 2.931 0.117
O 0.417506 -2.380421 -1.626670 -1.764 -1.870 -1.809 0.102
H 1.215086 -1.521301 -0.106470 0.899 0.287 -0.068 0.129
H 1.942806 -1.069871 -1.724270 0.221 -0.284 0.036 0.140
H 0.307266 0.861099 -1.465480 0.290 -0.467 0.004 0.142
H -0.539234 -0.187241 -0.275300 1.252 0.282 -1.711 0.032
C 2.538186 1.151959 -0.256870 -1.225 0.545 -2.364 -0.043
O 2.120596 0.727919 1.026380 -0.966 0.018 2.211 0.041
C 0.861636 0.995779 1.504430 -0.430 0.581 -0.116 -0.472
O 0.396246 0.585979 2.575200 5.199 12.686 -2.271 0.035
O 0.147466 1.670449 0.629710 1.312 -0.369 -0.002 -0.017
C -1.217324 1.959889 0.770570 -2.071 3.746 0.362 -0.041
H 2.132906 2.114059 -0.570270 0.406 0.543 0.835 0.112
H 2.014286 0.563759 -1.010300 0.938 -0.074 0.461 0.037
H 3.603386 1.106969 -0.483650 -0.034 -0.162 1.080 0.117
H -2.008344 1.393969 0.278510 1.306 -0.104 0.329 0.091
H -1.329834 2.906189 0.241450 0.357 0.448 0.245 0.110
H -1.531894 2.150739 1.796590 0.414 -0.274 0.079 0.116
```
Forces are in eV/Å.

***

3.
Entry from the OMol25 dataset: a 2-piece molecular cluster, C5H13S overall at a distorted geometry (ωB97M-V/def2-TZVPD).

Relative energy (zero: lowest compared OMol25 entry of this formula, charge and spin) in kcal/mol: 13.56
Calculated total energy in eV: -16231.2795
Total charge: -1
HOMO level in Eh: -0.086
Multiplicity: 1
M in g/mol: 105.2

```
19
Properties=species:S:1:pos:R:3:forces:R:3:lowdin_charge:R:1
C -2.706412 -0.299904 -0.849666 -0.521 -0.980 1.001 -0.151
C -2.481077 -0.895236 0.577400 -1.475 0.104 0.504 -0.394
C -1.276854 -0.457270 1.448379 -0.426 0.502 -1.155 -0.767
S 0.360010 -0.828981 0.732006 -0.309 -0.300 0.142 0.244
H -3.158001 0.693226 -0.772692 0.074 0.018 -0.060 0.044
H -3.477270 -0.993335 -1.334891 1.286 1.033 0.115 0.074
H -1.736237 -0.215750 -1.341616 -0.233 -0.284 -0.381 0.033
H -3.467146 -0.722333 1.126011 1.006 0.137 -0.220 0.091
H -2.486703 -1.976713 0.509096 0.418 -0.391 -0.253 0.065
H -1.381965 -0.941486 2.425339 -0.060 0.301 -0.019 0.023
H -1.348360 0.644436 1.517965 -0.028 -0.334 0.500 0.030
C 2.467682 1.228708 -0.934704 -0.860 0.558 0.915 -0.241
C 3.336429 0.349689 -0.068570 -0.011 -0.674 0.679 -0.262
H 2.252906 2.281408 -0.564195 0.707 -1.099 -0.524 0.075
H 1.491307 0.716308 -0.930119 0.223 0.421 -0.414 -0.035
H 2.976192 1.171387 -1.881015 -0.352 0.646 -0.900 0.039
H 3.101230 0.389198 1.011307 0.007 -0.159 -0.630 0.041
H 3.137420 -0.670875 -0.452890 0.210 0.272 0.628 0.054
H 4.396849 0.527525 -0.217146 0.346 0.227 0.072 0.037
```
Forces are in eV/Å.

***

4.
Entry from the OMol25 dataset: a 2-piece molecular cluster, C6H20N4OP2 overall at a distorted geometry (ωB97M-V/def2-TZVPD).

Relative energy (zero: lowest compared OMol25 entry of this formula, charge and spin) in kcal/mol: 123.44
Calculated total energy in eV: -33126.2746
HOMO level (spin up / spin down) in Eh: -0.295 / -0.302
Multiplicity: 1
M in g/mol: 226.2

```
33
Properties=species:S:1:pos:R:3:forces:R:3:lowdin_charge:R:1
C 1.913538 -1.083445 -1.790545 -0.450 -2.265 -0.797 -0.151
C 0.907240 1.023001 -2.746392 1.482 0.942 0.424 -0.117
C -1.361336 -1.606663 -0.796229 -2.340 0.201 -0.857 -0.154
C -2.449748 0.693907 -0.390627 -0.257 -1.039 0.997 -0.107
C -0.024297 -1.459963 1.812254 2.182 -0.356 0.031 -0.085
C 2.005638 -0.172334 1.640497 0.640 -0.044 2.447 -0.179
N 0.378890 1.951542 -0.016637 -0.048 2.913 1.162 -0.068
N 1.069230 0.036657 -1.623174 -0.663 2.838 0.755 -0.329
N -1.280006 -0.203815 -0.556393 1.623 2.714 0.460 -0.318
N 0.890316 -0.673638 0.962076 -2.504 0.060 -0.667 -0.299
O -0.749746 1.544558 1.701460 0.952 -2.536 -1.689 -0.611
P -1.050009 2.858388 2.372468 0.094 3.202 -0.141 0.725
P 0.244078 0.442283 -0.183341 -0.755 -5.455 -1.605 0.566
H 2.893875 -1.128817 -1.268451 -0.402 0.494 -0.423 0.081
H 1.345977 -2.020728 -1.438822 1.062 1.085 -0.602 0.078
H 2.012090 -1.160109 -2.908801 0.478 -0.344 1.069 0.091
H 0.040098 1.716819 -2.587303 0.628 -0.974 0.029 0.069
H 1.834460 1.768614 -2.860761 -1.736 -1.762 0.210 0.112
H 0.775424 0.441464 -3.673483 0.058 0.402 0.203 0.066
H -0.459416 -2.178609 -0.800758 0.700 0.123 0.545 0.057
H -2.101471 -1.995305 -0.100784 -0.022 -0.721 0.140 0.083
H -1.772668 -1.785717 -1.779720 -0.312 -0.074 -0.598 0.086
H -2.889165 0.388667 0.595908 -0.196 0.630 -0.703 0.080
H -2.111203 1.765893 -0.308118 -0.362 -1.331 -0.376 0.068
H -3.236178 0.547482 -1.173927 0.866 0.148 0.380 0.086
H -0.835216 -1.800404 1.224202 -0.959 0.092 0.449 0.024
H 0.468545 -2.367309 2.232723 0.189 0.335 -0.721 0.100
H -0.166411 -0.878408 2.691203 -1.262 0.599 0.713 0.066
H 1.971196 0.367997 2.644232 -1.194 -0.211 -1.039 0.113
H 2.633431 -0.983944 1.907009 1.176 -0.908 -0.178 0.071
H 2.416875 0.483855 0.966719 1.979 1.591 -1.198 0.037
H -0.914918 2.601201 3.677922 0.935 -0.429 2.052 -0.125
H -2.399115 2.866884 2.575595 -1.582 0.078 -0.473 -0.114
```
Forces are in eV/Å.

***

5.
Entry from the OMol25 dataset: C14H10ClNO4SSeZr as an isolated structure at a distorted geometry (ωB97M-V/def2-TZVPD).

Relative energy (zero: lowest compared OMol25 entry of this formula, charge and spin) in kcal/mol: 18.85
Calculated total energy in eV: -114347.5510
HOMO level in Eh: -0.287
Multiplicity: 1
M in g/mol: 493.9

```
33
Properties=species:S:1:pos:R:3:forces:R:3:lowdin_charge:R:1
Zr -0.278631 0.550419 -0.224667 2.028 0.897 0.122 1.286
O -0.982627 -0.588583 -1.863050 -0.339 -0.495 -0.681 -0.094
C -0.117010 -1.383018 -1.400242 -0.075 -1.283 -0.634 -0.625
O -0.101164 -1.491319 -0.123148 0.166 -1.693 -0.229 -0.160
C 1.059671 -1.763015 -2.210494 0.203 0.037 -0.214 -0.166
C 1.356308 -3.034707 -2.667790 -0.152 0.013 0.126 -0.021
C 2.510315 -3.246233 -3.403512 -0.012 -0.044 -0.036 -0.082
C 3.365450 -2.181748 -3.652613 0.002 -0.037 -0.003 -0.077
C 3.077243 -0.912312 -3.178788 -0.045 0.071 0.022 -0.102
C 1.909906 -0.669816 -2.456864 -0.082 -0.247 -0.103 -0.559
S 1.560008 0.972079 -1.891459 0.203 -0.052 0.030 0.626
H 0.680180 -3.849881 -2.440664 0.038 -0.024 -0.046 0.121
H 2.737308 -4.235320 -3.777417 0.030 0.010 0.015 0.103
H 4.274406 -2.344631 -4.217517 -0.002 0.015 0.005 0.106
H 3.757656 -0.089824 -3.357010 0.003 -0.012 -0.023 0.104
Cl -3.016982 0.276613 0.409240 -0.841 -0.214 0.084 0.759
C -3.162375 2.072046 0.340602 0.105 0.231 -0.034 -0.322
C -1.770576 2.318075 -0.208735 -1.143 1.199 -0.088 -0.769
O -1.529705 2.135251 -1.406191 -0.135 0.117 -0.101 -0.002
O -0.821023 2.288640 0.650533 -0.593 1.550 0.784 -0.170
H -3.300822 2.448314 1.348416 -0.002 -0.050 0.017 0.095
H -3.964737 2.334237 -0.337697 0.013 -0.043 -0.046 0.096
Se 1.693673 0.370845 1.443804 0.241 0.342 0.630 0.696
C 0.233406 0.708074 2.645431 0.289 -0.417 0.075 -0.681
C 0.173270 1.885574 3.391204 -0.133 0.012 0.096 -0.117
C -0.952886 2.132374 4.149842 0.241 0.074 -0.092 -0.143
N -1.999858 1.303955 4.216500 -0.208 -0.120 0.055 0.057
C -1.923164 0.170671 3.536382 -0.073 0.077 0.079 -0.181
C -0.839643 -0.179424 2.732846 0.262 0.148 0.234 -0.183
H 0.985692 2.596983 3.342699 -0.016 0.025 0.033 0.105
H -1.033509 3.043715 4.733301 0.018 -0.010 -0.016 0.106
H -2.773195 -0.496923 3.639108 0.021 -0.032 -0.071 0.106
H -0.806599 -1.141104 2.237939 -0.010 -0.047 0.008 0.091
```
Forces are in eV/Å.

***

6.
Entry from the OMol25 dataset: a 2-piece molecular cluster, C4H7PS overall at a distorted geometry (ωB97M-V/def2-TZVPD).

Relative energy (zero: lowest compared OMol25 entry of this formula, charge and spin) in kcal/mol: 40.11
Calculated total energy in eV: -24382.6637
HOMO level (spin up / spin down) in Eh: -0.301 / -0.301
Multiplicity: 1
M in g/mol: 118.1

```
13
Properties=species:S:1:pos:R:3:forces:R:3:lowdin_charge:R:1
C 1.118735 0.261936 1.136321 -2.384 -0.448 -4.111 -0.132
C 0.244408 -0.600854 1.591053 -1.169 -2.116 2.989 -0.375
C 1.014545 0.522331 -0.362636 -1.406 0.957 1.457 -0.237
C 0.067336 -0.541310 -0.914044 0.132 -0.342 -1.965 -0.478
P -0.869435 -1.403117 0.432191 -0.673 1.925 -0.873 0.972
S -3.246933 0.442722 -0.275911 1.289 -0.725 0.107 0.055
H 1.761021 0.771750 1.697304 2.808 1.866 2.333 0.063
H 0.271099 -0.937467 2.679664 -0.260 0.650 -1.477 0.085
H 0.572007 1.516317 -0.603167 0.064 -0.358 0.638 0.126
H 1.998710 0.635271 -0.738040 1.022 -0.572 -0.904 0.092
H -0.648472 -0.083543 -1.680381 1.164 -1.071 0.968 0.065
H 0.701723 -1.351009 -1.375676 -0.720 0.598 0.066 0.085
H -2.984742 0.766969 -1.586672 0.133 -0.363 0.771 -0.322
```
Forces are in eV/Å.